No. 1
Here is a cluster of 2 separate species, CH4N3O2 in total from the OMol25 dataset. Energies are from ωB97M-V with the def2-TZVPD basis set.

Last column: Mulliken charge in e.
Positions of all 10 atoms, in Å:
C  -1.026  -1.029  -0.360  -0.411
N  1.231  0.607  1.110  -0.606
N  0.235  -1.433  0.198  -0.483
N  1.041  1.654  0.458  1.132
O  0.542  1.674  -0.712  -0.693
O  1.422  2.592  1.177  -0.731
H  -1.252  -1.173  -1.433  0.217
H  -1.990  -1.522  0.260  0.183
H  -1.175  0.117  -0.201  0.164
H  0.972  -1.487  -0.497  0.230

Calculated values
spin multiplicity: 1
energy above the lowest of the compared OMol25 structures with the same formula, charge and spin: 134.1 kcal per mole
lowest unoccupied orbital energy (alpha / beta): 4.16 / 4.38 eV
total energy: -9661.107 eV
frontier orbital gap (alpha / beta): 8.0 / 8.4 eV
total charge: -1

No. 2
Here is a cluster of 2 separate species, CH4N3O2S in total from the OMol25 dataset. Energies are from ωB97M-V with the def2-TZVPD basis set.

Last column: Mulliken charge in e.
Positions of all 11 atoms, in Å:
C  0.092  -0.464  0.849  0.240
N  1.187  -0.670  0.253  -0.170
N  -0.517  -0.697  1.950  -0.205
N  -0.508  1.229  -2.108  0.981
O  0.516  0.600  -2.009  -0.608
O  -0.902  1.880  -3.012  -0.461
S  -1.584  1.174  -0.694  0.049
H  1.982  -1.166  0.662  0.236
H  1.286  -0.302  -0.714  0.401
H  -0.107  -1.253  2.700  0.263
H  -1.446  -0.330  2.122  0.274

Calculated values
spin multiplicity: 1
energy above the lowest of the compared OMol25 structures with the same formula, charge and spin: 58.5 kcal per mole
lowest unoccupied orbital energy: -7.56 eV
total energy: -20489.358 eV
frontier orbital gap: 7.5 eV
total charge: +1

No. 3
Here is a cluster of 2 separate species, CH4N3O5S2 in total from the OMol25 dataset. Energies are from ωB97M-V with the def2-TZVPD basis set.

Last column: Mulliken charge in e.
Positions of all 15 atoms, in Å:
C  -1.408  -2.427  -1.160  0.494
N  -0.994  -2.593  -0.065  -0.374
N  0.994  0.082  -0.842  -0.718
N  -1.636  0.720  -0.617  -0.344
O  -0.488  -0.292  1.350  -0.690
O  -1.772  -2.700  -2.220  -0.462
O  -1.401  2.028  1.613  -0.537
O  -0.232  1.287  -2.595  -0.653
O  0.134  2.433  -0.472  -0.770
S  -1.654  0.502  0.930  0.423
S  -0.263  1.207  -1.179  1.052
H  -0.679  2.463  1.034  0.479
H  -1.023  -2.242  0.908  0.350
H  0.780  -0.734  -1.449  0.278
H  0.697  -0.306  0.162  0.473

Calculated values
spin multiplicity: 1
energy above the lowest of the compared OMol25 structures with the same formula, charge and spin: 26.5 kcal per mole
lowest unoccupied orbital energy: 3.33 eV
total energy: -37481.222 eV
frontier orbital gap: 9.3 eV
total charge: -1

No. 4
Here is the molecule CH4N3P from the OMol25 dataset. Energies are from ωB97M-V with the def2-TZVPD basis set.

Last column: Mulliken charge in e.
Positions of all 9 atoms, in Å:
C  0.189  1.007  -0.427  -0.487
N  0.979  -0.094  -0.933  -0.112
N  0.601  -1.187  -0.599  -0.220
N  -0.534  -1.307  0.170  -0.085
P  -0.870  0.259  0.936  0.023
H  0.824  1.782  -0.077  0.286
H  -0.390  1.437  -1.218  0.320
H  -1.059  -2.104  0.442  0.241
H  0.261  0.206  1.706  0.034

Calculated values
spin multiplicity: 1
energy above the lowest of the compared OMol25 structures with the same formula, charge and spin: 47.4 kcal per mole
lowest unoccupied orbital energy: 1.03 eV
total energy: -14858.692 eV
frontier orbital gap: 10.4 eV
SMILES: C1N=NNP1

No. 5
Here is the molecule CH4N4O from the OMol25 dataset. Energies are from ωB97M-V with the def2-TZVPD basis set.

Last column: Mulliken charge in e.
Positions of all 10 atoms, in Å:
C  -0.385  1.046  -0.902  -0.747
N  -1.008  -0.869  0.343  -0.736
N  -0.606  -1.954  1.532  0.282
N  1.165  -0.352  0.367  -0.677
N  -0.026  -0.113  -0.037  1.003
O  0.535  -2.114  1.737  -0.237
H  0.026  2.071  -0.553  0.244
H  0.069  0.673  -1.856  0.333
H  -1.491  1.166  -0.724  0.318
H  1.722  0.446  0.094  0.217

Calculated values
spin multiplicity: 1
energy above the lowest of the compared OMol25 structures with the same formula, charge and spin: 109.0 kcal per mole
lowest unoccupied orbital energy: -0.07 eV
total energy: -9103.461 eV
frontier orbital gap: 8.7 eV

No. 6
Here is a cluster of 2 separate species, CH4N4O in total from the OMol25 dataset. Energies are from ωB97M-V with the def2-TZVPD basis set.

Last column: Mulliken charge in e.
Positions of all 10 atoms, in Å:
C  -0.478  0.806  -2.282  0.711
N  0.753  0.086  1.909  -0.711
N  0.131  0.156  0.812  0.659
N  -0.981  -0.273  -2.343  -0.550
N  0.601  0.642  -0.273  -0.650
O  -0.262  1.919  -2.515  -0.438
H  0.041  -0.262  2.650  0.235
H  -0.827  0.011  0.950  0.226
H  -1.051  -0.822  -1.533  0.267
H  1.577  0.919  -0.163  0.250

Calculated values
spin multiplicity: 1
energy above the lowest of the compared OMol25 structures with the same formula, charge and spin: 39.7 kcal per mole
lowest unoccupied orbital energy: 0.33 eV
total energy: -9106.468 eV
frontier orbital gap: 10.0 eV

No. 7
Here is the molecule CH4N4O4S from the OMol25 dataset. Energies are from ωB97M-V with the def2-TZVPD basis set.

Last column: Mulliken charge in e.
Positions of all 14 atoms, in Å:
C  1.061  1.248  -0.129  0.521
N  0.501  -1.660  -0.378  0.088
N  1.707  -1.252  -0.387  -0.587
N  1.816  0.053  -0.341  0.266
N  -0.079  1.207  0.613  0.063
O  1.550  2.241  -0.549  -0.577
O  -2.999  1.005  -0.011  -0.472
O  -2.608  -1.368  -0.155  -0.549
O  -0.659  0.012  1.020  -0.731
S  -2.723  -0.194  0.681  0.762
H  0.474  -2.633  -0.429  0.235
H  2.813  0.312  -0.555  0.306
H  -0.555  2.077  0.708  0.246
H  -0.299  -1.049  -0.088  0.428

Calculated values
spin multiplicity: 1
energy above the lowest of the compared OMol25 structures with the same formula, charge and spin: 0.0 kcal per mole
lowest unoccupied orbital energy: -1.40 eV
total energy: -26083.418 eV
frontier orbital gap: 7.7 eV

No. 8
Here is the molecule CH4N4OS from the OMol25 dataset. Energies are from ωB97M-V with the def2-TZVPD basis set.

Last column: Mulliken charge in e.
Positions of all 11 atoms, in Å:
C  0.991  -0.298  -0.110  -0.732
N  -1.897  1.577  0.496  -0.221
N  -0.691  1.471  0.332  -0.250
N  -2.737  0.736  -0.053  -0.206
N  -0.359  0.231  -0.172  0.333
O  -1.601  -1.802  0.388  -0.503
S  -1.587  -0.769  -0.589  0.435
H  1.671  0.239  -0.732  0.284
H  1.451  -0.369  0.893  0.274
H  0.813  -1.365  -0.372  0.297
H  -3.666  0.554  0.421  0.289

Calculated values
spin multiplicity: 1
energy above the lowest of the compared OMol25 structures with the same formula, charge and spin: 18.4 kcal per mole
lowest unoccupied orbital energy: 0.58 eV
total energy: -19941.242 eV
frontier orbital gap: 9.9 eV

No. 9
Here is the molecule CH4N4S from the OMol25 dataset. Energies are from ωB97M-V with the def2-TZVPD basis set.

Last column: Mulliken charge in e.
Positions of all 10 atoms, in Å:
C  0.009  -0.203  1.183  -0.813
N  -0.878  -0.878  -3.040  0.121
N  -1.404  -1.784  -2.562  -0.369
N  0.635  -0.109  -1.410  -0.183
N  0.248  -0.176  -2.671  0.012
S  0.369  -1.206  -0.361  0.080
H  0.592  0.710  1.126  0.304
H  0.084  -0.864  2.109  0.290
H  -0.942  0.086  0.984  0.302
H  0.453  0.612  -3.270  0.256

Calculated values
spin multiplicity: 1
energy above the lowest of the compared OMol25 structures with the same formula, charge and spin: 89.0 kcal per mole
lowest unoccupied orbital energy (alpha / beta): -0.12 / 0.25 eV
total energy: -17892.405 eV
frontier orbital gap (alpha / beta): 7.7 / 7.8 eV

No. 10
Here is the molecule CH4N6 from the OMol25 dataset. Energies are from ωB97M-V with the def2-TZVPD basis set.

Last column: Mulliken charge in e.
Positions of all 11 atoms, in Å:
N  -1.822  -0.415  -0.022  -0.454
N  -1.203  0.836  0.078  -0.632
C  0.080  0.487  -0.279  0.457
N  0.564  -0.830  -0.220  0.103
N  1.902  -0.937  0.076  -0.357
N  2.341  0.171  0.076  -0.258
N  1.375  1.107  -0.093  0.111
H  -2.709  -0.216  -0.586  0.266
H  -2.183  -0.430  1.094  0.265
H  0.065  -1.760  -0.174  0.353
H  1.589  1.987  0.051  0.146

Calculated values
spin multiplicity: 1
energy above the lowest of the compared OMol25 structures with the same formula, charge and spin: 54.8 kcal per mole
lowest unoccupied orbital energy: 1.07 eV
total energy: -10037.947 eV
frontier orbital gap: 9.6 eV
SMILES: NN=c1[nH]nn[nH]1